# 1
67
Properties=species:S:1:pos:R:3 method="wB97M-V/def2-TZVPD" homo_ev=-8.1 e_tot_ha=-2917.51841 mol_weight_g_mol=759.46 homo_lumo_gap_ev=6.41
C 1.7874 -3.3530 0.9335
C 0.3111 -3.6155 1.0154
O -0.1671 -4.7447 1.0471
N -0.4812 -2.4158 1.0310
C -1.5323 -2.3924 -0.0169
C -1.4440 -1.0996 -0.8034
C -1.7487 0.1690 0.0116
C -0.7042 1.2663 -0.1865
Si 0.9322 1.0073 0.7169
O 1.3154 2.4761 1.4489
Si 2.2628 2.4587 2.8167
C 1.1780 2.9094 4.2831
I 0.6854 4.9549 4.3971
C 0.7103 2.0025 5.1468
C 0.9691 0.5252 5.1217
I -0.6117 2.5148 6.7313
P 3.8700 3.9465 2.4479
C 5.3213 3.3885 3.4551
C 4.3803 3.4333 0.7413
H 2.1190 -2.8717 1.8464
H 2.3295 -4.2706 0.7558
H 1.9594 -2.6655 0.1105
H -0.9160 -2.3444 1.9384
H -1.3933 -3.2244 -0.6991
H -2.4938 -2.4774 0.4667
H -0.4491 -1.0323 -1.2406
H -2.1342 -1.1620 -1.6416
H -1.8922 -0.0573 1.0632
H -2.7028 0.5467 -0.3470
H -1.0831 2.2264 0.1580
H -0.4843 1.3807 -1.2445
H 0.8004 -0.0073 1.7719
H 2.0238 0.6584 -0.2154
H 2.8021 1.0956 3.0172
H 0.9156 0.1449 6.1361
H 1.9434 0.2742 4.7362
H 0.1818 0.0186 4.5729
H 6.1947 3.5871 2.8414
H 5.4151 3.9731 4.3587
H 5.3173 2.3235 3.6623
H 4.4710 2.3532 0.6577
H 5.3250 3.8921 0.4852
H 3.5901 3.7345 0.0660
C 3.2372 1.8473 -4.5368
C 2.6462 1.9447 -5.7241
C 1.2633 2.4701 -5.8557
O 0.7240 2.5574 -6.9360
C 0.5689 2.8885 -4.6114
C 1.1606 2.7908 -3.4244
C 2.5396 2.2583 -3.2922
O 3.0791 2.1685 -2.2111
H 4.2433 1.4661 -4.4171
H 3.1353 1.6498 -6.6435
H -0.4350 3.2756 -4.7308
H 0.6762 3.0980 -2.5068
C -5.5919 -5.3717 -1.4523
C -4.9729 -4.4960 -0.6657
C -5.3092 -3.0511 -0.7113
O -4.7409 -2.2531 0.0033
C -6.3602 -2.6185 -1.6651
C -6.9798 -3.4940 -2.4511
C -6.6455 -4.9409 -2.4066
O -7.2102 -5.7378 -3.1213
H -5.3630 -6.4295 -1.4378
H -4.2014 -4.7880 0.0362
H -6.5875 -1.5601 -1.6797
H -7.7495 -3.2021 -3.1539

***

# 2
93
Properties=species:S:1:pos:R:3 method="wB97M-V/def2-TZVPD" homo_ev=-7.7 e_tot_ha=-3531.52703 mol_weight_g_mol=869.40 e_above_lowest_kj_mol=11.6 homo_lumo_gap_ev=7.27
Cd -0.5323 -0.1500 -0.0060
O 5.6105 -2.9191 -0.6447
C 5.2667 -2.6941 0.5329
O 5.9180 -2.5540 1.5757
C 3.7518 -2.4054 0.6693
C 3.2444 -1.6606 1.7243
C 1.9174 -1.2580 1.6954
N 1.1168 -1.5924 0.6787
C 1.5560 -2.4305 -0.2612
C 2.8696 -2.8541 -0.3015
C 0.5295 -2.8858 -1.2422
C 0.8480 -3.7318 -2.3005
C -0.1662 -4.2085 -3.1106
C -1.4731 -3.8256 -2.8523
C -1.6982 -2.9535 -1.8017
N -0.7284 -2.4900 -1.0176
C 1.2792 -0.4906 2.8023
C 2.0392 0.1673 3.7635
C 1.3887 0.8355 4.7839
C 0.0033 0.8124 4.8251
C -0.6663 0.1419 3.8164
N -0.0563 -0.4825 2.8143
H 3.9176 -1.4071 2.5310
H 3.2720 -3.4815 -1.0836
H 1.8715 -4.0280 -2.4727
H 0.0615 -4.8752 -3.9322
H -2.2993 -4.1853 -3.4493
H -2.7021 -2.6177 -1.5664
H 3.1166 0.1797 3.6953
H 1.9553 1.3712 5.5340
H -0.5481 1.3052 5.6139
H -1.7484 0.0941 3.8143
S -2.3440 6.1347 3.2925
C -1.8038 4.7306 2.6067
S -0.1780 4.5377 2.0232
C -0.5117 2.8867 1.5613
N -1.7188 2.5120 1.8272
N -2.4461 3.5542 2.3900
C -3.7880 3.2471 2.7645
C -4.0648 1.9804 3.2604
C -5.3603 1.6472 3.6192
C -6.3858 2.5711 3.4764
C -6.1036 3.8293 2.9656
C -4.8088 4.1757 2.6074
S 0.7212 1.9643 0.7826
H -3.2592 1.2687 3.3492
H -5.5663 0.6609 4.0149
H -7.3967 2.3128 3.7626
H -6.8947 4.5587 2.8496
H -4.5943 5.1581 2.2186
C -5.0743 0.0260 0.2842
N -4.7795 1.2803 -0.3813
C -5.8478 1.7490 -1.2468
C -3.4655 1.5677 -0.6439
O -2.6025 0.6791 -0.5297
N -3.1898 2.8425 -1.0127
C -1.9057 3.1950 -1.5920
C -4.0254 3.9739 -0.6476
H -5.9518 0.1621 0.9159
H -4.2353 -0.2677 0.9060
H -5.2777 -0.7722 -0.4390
H -6.1653 0.9430 -1.9171
H -5.5234 2.5869 -1.8556
H -6.7097 2.0598 -0.6528
H -1.2499 2.3326 -1.6242
H -1.4243 3.9657 -0.9886
H -2.0496 3.5909 -2.6016
H -4.8438 3.6543 -0.0084
H -4.4289 4.4770 -1.5308
H -3.4207 4.6972 -0.0948
C 3.9353 -0.1439 -3.4333
C 3.6056 0.5975 -2.1596
N 2.2002 0.3754 -1.8433
C 1.2017 0.2336 -2.7604
N -0.0369 0.2105 -2.3303
C -1.1160 0.0924 -3.3035
C -0.6845 -0.6074 -4.5776
C 0.5604 0.0738 -5.0986
N 1.5789 0.0654 -4.0625
C 2.9526 0.2904 -4.5012
H 3.8597 -1.2201 -3.2649
H 4.9560 0.0741 -3.7428
H 3.8117 1.6669 -2.2829
H 4.2073 0.2258 -1.3312
H 1.8858 0.7644 -0.9693
H -1.5052 1.0883 -3.5518
H -1.9412 -0.4443 -2.8324
H -1.4790 -0.5835 -5.3250
H -0.4488 -1.6500 -4.3631
H 0.3355 1.1033 -5.4074
H 0.9647 -0.4471 -5.9681
H 3.1072 1.3478 -4.7527
H 3.0937 -0.2862 -5.4169

***

# 3
69
Properties=species:S:1:pos:R:3 method="wB97M-V/def2-TZVPD" smiles="CC(C)=N[C@@H](C#N)[C@@H](N)C#N.O=C1C=CC(=O)C=C1.O=C1C=CC(=O)C=C1.O=C1C=CC(=O)C=C1.O=C1C=CC(=O)C=C1" homo_ev=-9.4 e_tot_ha=-2017.39781 mol_weight_g_mol=582.57 homo_lumo_gap_ev=7.85
C -4.6055 2.0225 3.2372
C -3.2304 1.6908 2.3985
C -1.7969 1.5739 3.2504
N -3.1316 1.5035 1.0413
C -3.8089 0.2315 0.5828
C -3.3716 0.0368 -1.0198
N -2.8720 -0.1023 -2.2294
C -3.3188 -1.1343 1.3457
N -4.2100 -2.3231 0.9304
C -1.7253 -1.5289 1.0382
N -0.6107 -1.6598 0.3515
H -5.4765 1.2359 3.0377
H -4.9927 3.1249 3.1296
H -4.3378 1.8864 4.3915
H -1.5814 0.4278 3.3478
H -0.9864 2.0885 2.5501
H -1.8213 2.1474 4.2701
H -4.9787 0.2517 0.6069
H -3.4079 -1.0910 2.5287
H -4.1676 -2.4754 -0.1040
H -3.8466 -3.2159 1.3460
O 2.9293 -0.2601 2.2829
C 3.3206 -0.4251 1.1356
C 4.6047 0.1386 0.6746
C 5.0303 -0.0404 -0.5796
C 4.2360 -0.8104 -1.5573
O 4.6273 -0.9754 -2.7046
C 2.9519 -1.3741 -1.0963
C 2.5263 -1.1951 0.1579
H 5.1762 0.7003 1.4038
H 5.9693 0.3669 -0.9341
H 2.3805 -1.9358 -1.8256
H 1.5873 -1.6024 0.5124
O 0.8147 4.0328 -1.2219
C 0.0298 3.9212 -2.1536
C 0.2526 4.6241 -3.4325
C -0.6065 4.5033 -4.4492
C -1.8140 3.6610 -4.3379
O -2.5988 3.5495 -5.2696
C -2.0368 2.9582 -3.0590
C -1.1776 3.0789 -2.0424
H 1.1432 5.2375 -3.4988
H -0.4584 5.0125 -5.3936
H -2.9274 2.3447 -2.9928
H -1.3257 2.5697 -1.0979
O 0.5846 1.5023 -7.2810
C 0.7430 0.6145 -6.4544
C -0.4076 -0.0903 -5.8557
C -0.2336 -1.0586 -4.9511
C 1.1161 -1.4662 -4.5128
O 1.2745 -2.3540 -3.6862
C 2.2668 -0.7614 -5.1115
C 2.0927 0.2070 -6.0162
H -1.3911 0.2197 -6.1881
H -1.0667 -1.5851 -4.5016
H 3.2503 -1.0713 -4.7792
H 2.9258 0.7334 -6.4657
O 3.5808 -2.8968 7.9615
C 2.7960 -3.0083 7.0298
C 3.0188 -2.3055 5.7509
C 2.1596 -2.4263 4.7343
C 0.9521 -3.2686 4.8455
O 0.1673 -3.3801 3.9138
C 0.7294 -3.9714 6.1244
C 1.5885 -3.8506 7.1411
H 3.9094 -1.6921 5.6847
H 2.3077 -1.9170 3.7898
H -0.1612 -4.5848 6.1907
H 1.4404 -4.3599 8.0855

***

# 4
80
Properties=species:S:1:pos:R:3 method="wB97M-V/def2-TZVPD" homo_ev=-9.6 e_tot_ha=-11289.93474 mol_weight_g_mol=853.60 e_above_lowest_kj_mol=306.8 homo_lumo_gap_ev=8.78
C -0.2977 0.7468 -1.7503
Br 0.2547 2.1759 -0.5239
Br 0.4122 -0.9946 -1.0035
Br -0.1903 1.3107 -3.5876
H -1.3614 0.7146 -1.5143
C 3.4522 -5.9009 0.2850
C 2.9430 -4.4818 -0.1797
C 2.7852 -3.4166 0.9883
S 2.1305 -4.5048 2.2997
O 0.7005 -4.7518 2.0249
O 2.5163 -4.0951 3.5830
C 3.0559 -6.0500 1.8012
H 4.5289 -5.9263 0.1172
H 2.9584 -6.6420 -0.3435
H 1.9812 -4.5133 -0.6915
H 3.5962 -4.0912 -0.9600
H 2.3401 -2.4598 0.7152
H 3.8460 -3.2471 1.1725
H 2.3539 -6.8201 2.1209
H 3.8676 -6.2200 2.5085
C -3.5052 -3.1172 -3.0725
C -4.4473 -3.6330 -2.0463
C -3.7070 -4.5814 -1.0878
S -2.0608 -3.7391 -0.8877
O -0.9707 -4.7026 -0.8959
O -2.1840 -2.7948 0.2538
C -2.2186 -2.7703 -2.4187
H -3.8710 -2.1858 -3.5049
H -3.4103 -3.8836 -3.8417
H -5.1457 -4.2445 -2.6176
H -4.8461 -2.7825 -1.4933
H -3.4196 -5.4199 -1.7221
H -4.2527 -4.9146 -0.2051
H -1.4162 -2.9000 -3.1451
H -2.3118 -1.7281 -2.1135
C 3.9547 2.8911 0.4670
C 3.5126 3.5727 -0.8802
C 4.2391 4.9149 -1.0651
S 5.4108 5.0802 0.4201
O 5.3221 6.4794 0.9022
O 6.7506 4.4369 0.2493
C 4.4349 3.9033 1.4941
H 4.8043 2.2460 0.2432
H 3.0753 2.3924 0.8747
H 2.4228 3.5829 -0.8638
H 3.7857 2.8598 -1.6583
H 3.4754 5.6923 -1.0417
H 4.8471 5.1008 -1.9505
H 3.5599 4.4205 1.8877
H 5.0286 3.5997 2.3563
C -3.8096 4.9073 -3.1856
C -5.0916 4.6820 -2.4127
C -5.3471 3.1329 -2.4779
S -3.6981 2.2728 -2.3523
O -3.4916 1.2742 -3.4188
O -3.4107 1.9105 -0.9746
C -2.7676 3.8603 -2.6797
H -3.3599 5.8986 -3.1297
H -4.0294 4.5957 -4.2067
H -5.8833 5.3523 -2.7473
H -4.9913 5.1541 -1.4354
H -5.8108 3.0010 -3.4555
H -5.9074 2.6330 -1.6878
H -1.9394 3.5634 -3.3232
H -2.2752 4.1318 -1.7459
C -0.1609 0.8477 2.7807
C -1.0913 0.6246 3.9191
C -0.3147 0.4609 5.2237
S 1.4082 -0.2723 4.8574
O 1.3663 -1.7163 5.2349
O 2.3624 0.6587 5.3524
C 1.1468 -0.0233 3.0206
H 0.2227 1.8673 2.8175
H -0.6766 0.7070 1.8308
H -1.7256 -0.2492 3.7701
H -1.7642 1.4765 4.0178
H -0.7354 -0.1324 6.0355
H -0.0626 1.4516 5.6019
H 0.9940 -0.9466 2.4618
H 2.1137 0.2675 2.6099

***

# 5
90
Properties=species:S:1:pos:R:3 method="wB97M-V/def2-TZVPD" homo_ev=-1.4 e_tot_ha=-8243.19051 mol_weight_g_mol=1321.04 total_charge=-2 homo_lumo_gap_ev=5.24
Pb -1.1782 -0.6037 -0.6723
O -2.6298 1.1995 3.2386
C -2.3600 0.5051 2.2406
N -1.9895 0.8964 1.0175
C -2.0402 2.2454 0.6079
C -2.8005 3.2038 1.2884
C -2.9119 4.5108 0.8325
C -2.2612 4.8865 -0.3288
C -1.4924 3.9596 -1.0223
C -1.3467 2.6354 -0.5786
N -0.5568 1.6699 -1.2347
C 0.3204 1.9865 -2.2001
O 0.5477 3.0859 -2.7344
C 1.1558 0.8409 -2.7587
C 1.3813 0.8012 -4.1318
C 2.1276 -0.2336 -4.6614
C 2.6618 -1.1844 -3.8038
C 2.4208 -1.0451 -2.4480
N 1.6848 -0.0609 -1.9314
C -2.4749 -1.0043 2.4450
C -3.1254 -1.4923 3.5704
C -3.1774 -2.8635 3.7674
C -2.5782 -3.7079 2.8448
C -1.9482 -3.1419 1.7456
N -1.9067 -1.8237 1.5632
H -3.3087 2.9053 2.1902
H -3.5153 5.2243 1.3841
H -2.3471 5.9008 -0.7053
H -0.9777 4.2528 -1.9186
H 0.9462 1.5706 -4.7548
H 2.2815 -0.3106 -5.7316
H 3.2411 -2.0223 -4.1709
H 2.8227 -1.7622 -1.7382
H -3.5632 -0.7845 4.2611
H -3.6773 -3.2681 4.6405
H -2.5852 -4.7847 2.9607
H -1.4706 -3.7645 0.9871
Se -0.3424 -5.1926 -1.0270
Te -2.1632 -4.6648 -2.6475
Te -1.7718 -2.1289 -3.4737
Se -3.4188 -0.7075 -2.1735
C 1.5115 -1.3784 1.7699
P 2.9860 -0.2985 1.3386
C 3.9701 -0.1114 2.8973
C 3.5170 0.4159 4.1072
C 4.3751 0.5468 5.1905
C 5.7051 0.1560 5.0845
C 6.1708 -0.3678 3.8871
C 5.3078 -0.4997 2.8067
C 2.2155 1.3646 1.2030
C 1.2044 1.8513 2.0310
C 0.6431 3.1013 1.8171
C 1.0889 3.8889 0.7632
C 2.0947 3.4204 -0.0682
C 2.6503 2.1666 0.1498
P 1.3471 -2.6691 3.0892
C 3.0945 -3.2009 3.3375
C 3.5935 -4.0225 2.3219
C 4.8835 -4.5290 2.3849
C 5.6882 -4.2511 3.4825
C 5.1972 -3.4485 4.5032
C 3.9154 -2.9186 4.4277
C 0.8785 -1.7856 4.6225
C 0.0905 -0.6369 4.5892
C -0.4092 -0.0681 5.7532
C -0.1495 -0.6582 6.9816
C 0.5795 -1.8420 7.0288
C 1.0731 -2.4069 5.8623
H 1.3856 -1.9822 0.8654
H 0.6210 -0.7482 1.8062
H 2.4866 0.7280 4.2159
H 4.0013 0.9566 6.1230
H 6.3729 0.2594 5.9325
H 7.2052 -0.6815 3.7986
H 5.6674 -0.9102 1.8695
H 0.8240 1.2488 2.8440
H -0.1746 3.4351 2.4451
H 0.6164 4.8436 0.5659
H 2.4052 4.0076 -0.9237
H 3.4106 1.7887 -0.5246
H 2.9569 -4.2741 1.4780
H 5.2585 -5.1552 1.5830
H 6.6905 -4.6591 3.5436
H 5.8220 -3.2125 5.3581
H 3.5659 -2.2644 5.2139
H -0.1916 -0.1950 3.6428
H -1.0212 0.8236 5.6785
H -0.5345 -0.2170 7.8936
H 0.7464 -2.3387 7.9782
H 1.6024 -3.3520 5.9104

***

# 6
63
Properties=species:S:1:pos:R:3 method="wB97M-V/def2-TZVPD" homo_ev=-4.0 e_tot_ha=-2308.74800 mol_weight_g_mol=675.71 e_above_lowest_kj_mol=2.5 total_charge=-1 homo_lumo_gap_ev=6.52
Pt 1.4738 0.7359 -0.3563
C 3.3805 0.3707 4.8348
C 3.7480 -0.2017 3.5204
N 4.8860 -0.7623 3.2272
N 4.7583 -1.0704 1.9099
C 3.5645 -0.7265 1.3943
S 3.1266 -0.9346 -0.2335
N 2.8936 -0.1829 2.4466
N 1.6435 0.3737 2.3934
H 4.2301 0.2994 5.5080
H 2.5313 -0.1580 5.2713
H 3.0904 1.4138 4.6996
H 5.5300 -1.4516 1.3948
H 1.6811 1.7689 2.3404
H 1.1260 0.0561 3.2100
O 2.0234 4.6472 0.6741
S 1.6894 3.2579 0.7607
O 0.4213 2.8752 0.1052
O 2.7235 2.3369 0.1922
O 1.6272 2.8822 2.2626
C -3.0694 2.8796 -3.2336
C -1.7290 2.1962 -3.1638
C -0.6666 2.6463 -3.9339
C 0.5829 2.0335 -3.8545
C 1.7487 2.5299 -4.6615
C 0.7382 0.9627 -2.9933
C -0.3025 0.5132 -2.1457
C -1.5454 1.1469 -2.2730
N 0.0934 -0.4547 -1.2132
C -0.8649 -1.1517 -0.3595
C -0.0670 -2.2319 0.3967
C -0.9742 -3.0714 1.2971
C -1.6637 -2.1627 2.3152
C -2.4827 -1.1059 1.5760
C -3.5358 -1.7939 0.7036
C -2.8450 -2.7167 -0.3041
C -2.0350 -3.7739 0.4481
C -1.9178 -1.8920 -1.2024
C -1.5549 -0.2636 0.6980
H -3.1152 3.5763 -4.0710
H -3.2582 3.4444 -2.3179
H -3.8788 2.1559 -3.3479
H -0.8157 3.4878 -4.6032
H 1.4343 3.2564 -5.4112
H 2.2571 1.7086 -5.1701
H 2.4751 3.0118 -4.0042
H 1.6662 0.4025 -2.9993
H -2.3816 0.8645 -1.6525
H 0.7022 -1.7347 0.9917
H 0.4403 -2.8609 -0.3395
H -0.3690 -3.8162 1.8266
H -0.9140 -1.6752 2.9459
H -2.3144 -2.7542 2.9708
H -2.9789 -0.4552 2.3049
H -4.1294 -1.0418 0.1730
H -4.2260 -2.3725 1.3282
H -3.6026 -3.2072 -0.9265
H -1.5542 -4.4499 -0.2663
H -2.6942 -4.3782 1.0817
H -2.5115 -1.1961 -1.7975
H -1.3888 -2.5422 -1.9067
H -0.7817 0.2133 1.3072
H -2.1190 0.5430 0.2316